DFT (ωB97M-V/def2-TZVPD) results for a gas-phase ion, C3H8NO2 (charge +1).

```
14
Properties=species:S:1:pos:R:3:forces:R:3
C 0.42224 -0.62213 0.01478 0.563 2.679 -1.384
C 0.45624 0.65958 -0.95754 0.091 -2.150 2.203
C 0.08284 -0.42913 1.47489 0.219 -0.361 0.202
N -0.69619 -0.31683 -0.90116 -0.912 -0.245 -0.252
O 1.23253 0.57377 -2.04073 0.234 -0.176 -0.334
O -1.08124 0.36542 1.51800 -0.080 0.181 0.022
H 1.06734 -1.44140 -0.26541 -0.075 -0.042 -0.170
H 0.21951 1.61876 -0.51247 -0.115 -0.042 -0.078
H 0.92873 0.05317 1.98261 -0.097 -0.113 -0.141
H -0.08759 -1.40993 1.93976 0.026 0.143 -0.082
H -0.87933 -0.91878 -1.70676 0.159 0.166 0.158
H -1.53125 -0.01191 -0.38107 0.163 -0.031 -0.238
H 1.21512 1.36582 -2.59663 -0.138 -0.033 0.148
H -1.34895 0.51359 2.43172 -0.038 0.024 -0.056
```
Forces are in eV/Å.

Its SMILES is OC[C@H]1[NH2+][C@@H]1O. The total charge is +1. As for the max |F|: 3.08 eV/Å. As for the HOMO energy: -15.104 eV. The value obtained for the energy above the lowest of the compared OMol25 structures with the same formula, charge and spin is 49.1 kcal per mole. The calculation puts the total energy at -324.0490 Ha.